[1]
This record from OMol25 describes a structure of composition C20H30F6O15V. The level of theory is ωB97M-V with the def2-TZVPD basis set.

ORCA input file:
```
! wB97M-V def2-TZVPD RIJCOSX def2/J DEFGRID3
* xyz -2 2
O 2.6352 -1.1273 -0.3095
V 1.2548 -0.5070 -0.8221
O 0.0934 -1.4744 -0.2240
C 1.5809 -0.5462 -3.7848
O 0.7071 -1.3475 -2.9529
O 2.1105 0.4407 -2.8937
C 2.6268 -1.3650 -4.6037
F 3.4949 -2.1831 -4.0535
F 1.9740 -2.0723 -5.4881
F 3.3452 -0.4786 -5.3275
C -0.1236 -2.3494 -3.5169
C -1.2257 -2.9159 -2.6143
H -1.9054 -3.5392 -3.1954
H -0.9660 -3.5127 -1.7400
H -1.9278 -2.1060 -2.4163
H 0.5896 -3.0970 -3.8640
H -0.6494 -1.9598 -4.3885
H 0.8248 -0.1618 -4.4695
C 0.7779 1.3918 1.9902
O 0.3293 2.7390 1.7474
O 1.4169 1.2224 0.7356
C 1.5484 1.1388 3.3644
F 1.5400 -0.1240 3.7026
F 2.7294 1.6812 3.3614
F 0.9399 1.7707 4.3527
C -1.0159 3.0798 2.1593
C -1.2059 4.4779 1.5743
H -2.1287 4.9364 1.9297
H -0.4635 5.1654 1.9795
H -1.0973 4.5185 0.4904
H -1.0255 3.1933 3.2433
H -1.8003 2.4841 1.6924
H -0.0425 0.6838 1.8726
C -4.4130 -2.3268 0.3642
C -3.2877 -1.2464 0.5973
C -3.8215 -0.0437 1.2891
O -3.1688 0.1422 2.4414
C -2.2922 -0.8646 2.5941
O -1.4952 -0.8426 3.5558
O -2.3787 -1.7260 1.5794
H -4.1476 -3.0116 -0.4412
H -5.3913 -1.9211 0.1068
H -4.6403 -2.7818 1.3283
H -2.8242 -1.0656 -0.3726
H -4.8987 -0.1978 1.3530
H -3.8875 0.8729 0.7028
C -3.2142 4.9651 -1.4696
C -3.2770 3.4055 -1.7521
C -2.8889 2.9169 -3.1817
O -2.2260 1.7076 -2.8688
C -1.7375 1.6688 -1.6636
O -0.7696 0.9850 -1.2992
O -2.3303 2.6688 -0.9287
H -4.0550 5.5446 -1.8508
H -2.2032 5.3067 -1.6918
H -3.3985 5.0260 -0.3971
H -4.2649 3.0082 -1.5189
H -2.2481 3.5754 -3.7680
H -3.7386 2.7536 -3.8445
C 4.8176 -3.8364 3.5224
C 4.5645 -2.5079 2.8205
C 5.9462 -1.7449 2.7779
O 6.3757 -2.1565 1.4994
C 5.4867 -2.7798 0.7600
O 5.7069 -3.5073 -0.2043
O 4.3413 -2.7123 1.5266
H 5.6526 -4.3951 3.0996
H 3.8879 -4.4024 3.5809
H 5.2136 -3.7198 4.5312
H 3.6979 -2.0624 3.3090
H 6.5055 -2.0921 3.6466
H 5.8601 -0.6591 2.7357
*
```

Calculated values
Highest occupied orbital energy (alpha / beta) in Ha: 0.0512 / -0.0245
Molecular weight in g/mol: 675.38

=====

[2]
This record from OMol25 describes an isolated molecule of C20H30N2O. The level of theory is ωB97M-V with the def2-TZVPD basis set.

ORCA input file:
```
! wB97M-V def2-TZVPD RIJCOSX def2/J DEFGRID3
* xyz 0 1
C -5.6105 -0.0203 -0.7797
C -4.9119 -0.4360 0.5146
C -5.8571 -0.2329 1.7006
C -4.5101 -1.9076 0.4246
C -3.6567 0.4402 0.7247
N -2.7296 0.3203 -0.3892
C -2.4814 1.5452 -1.1195
C -1.4572 2.4624 -0.4377
N -0.2278 1.7214 -0.2497
C 0.8576 2.5514 0.2508
C 2.1067 1.8149 0.2397
C 3.1138 1.1568 0.2331
C 4.2999 0.3835 0.2348
C 5.1740 0.4263 -0.8512
C 6.3237 -0.3401 -0.8433
C 6.6135 -1.1539 0.2404
C 5.7479 -1.2001 1.3217
C 4.5960 -0.4374 1.3235
C -0.4763 0.5724 0.5994
C -1.4836 -0.3659 -0.0817
C -0.8847 -0.9730 -1.3584
C 0.0205 -2.1632 -1.0594
O -0.7464 -3.1877 -0.4589
H -4.9252 -0.1250 -1.6158
H -5.9390 1.0158 -0.7246
H -6.4819 -0.6459 -0.9594
H -5.3720 -0.5178 2.6322
H -6.1623 0.8089 1.7784
H -6.7500 -0.8421 1.5809
H -3.8104 -2.0570 -0.3918
H -4.0366 -2.2345 1.3479
H -5.3862 -2.5291 0.2524
H -3.1816 0.1430 1.6668
H -3.9803 1.4802 0.8397
H -3.4242 2.0778 -1.2549
H -2.0964 1.2762 -2.1064
H -1.2604 3.3282 -1.0759
H -1.8623 2.8280 0.5267
H 0.9499 3.4231 -0.4070
H 0.6644 2.9146 1.2809
H 4.9415 1.0622 -1.6930
H 6.9986 -0.3040 -1.6863
H 7.5132 -1.7516 0.2425
H 5.9733 -1.8340 2.1672
H 3.9174 -0.4684 2.1639
H 0.4688 0.0518 0.7633
H -0.8713 0.8847 1.5865
H -1.7184 -1.1918 0.5939
H -1.7053 -1.3142 -1.9899
H -0.3054 -0.2195 -1.8905
H 0.4652 -2.5228 -1.9986
H 0.8391 -1.8574 -0.3921
H -0.1806 -3.9477 -0.2920
*
```

Calculated values
Highest occupied orbital energy in Ha: -0.2921
Molecular weight in g/mol: 314.47
Relative energy (zero: lowest compared OMol25 entry of this formula, charge and spin) in kJ/mol: 288.66
SMILES: CC(C)(C)CN1CCN(CC#Cc2ccccc2)C[C@@H]1CCO

=====

[3]
This record from OMol25 describes an isolated molecule of C20H30N2O3S. The level of theory is ωB97M-V with the def2-TZVPD basis set.

ORCA input file:
```
! wB97M-V def2-TZVPD RIJCOSX def2/J DEFGRID3
* xyz 0 1
O -0.4297 -1.2195 0.1320
C -1.1178 -0.3561 0.6364
N -2.4079 -0.1610 0.2881
C -3.0706 -0.9060 -0.7616
C -4.3219 -1.6120 -0.2302
C -5.4362 -0.6239 0.1075
C -5.7764 0.2369 -1.1053
C -4.5400 0.9850 -1.5942
C -3.4237 0.0041 -1.9439
C -0.6456 0.6047 1.7306
C -0.5971 2.0470 1.2091
C 0.4866 2.2056 0.1473
C 1.8582 1.8440 0.7161
C 2.9314 2.0040 -0.3690
N 4.2330 1.5716 0.0837
S 5.1182 0.5850 -0.9339
O 4.8362 0.8889 -2.3098
O 6.4743 0.6563 -0.4726
C 4.4043 -0.9972 -0.5233
C 4.7980 -1.6115 0.6485
C 4.1799 -2.7899 1.0317
C 3.1732 -3.3287 0.2448
C 2.7929 -2.7075 -0.9337
C 3.4153 -1.5325 -1.3234
C 1.8298 0.4112 1.2428
C 0.7277 0.2109 2.2788
H -2.9433 0.5574 0.7462
H -2.3383 -1.6540 -1.0849
H -4.6773 -2.3032 -0.9965
H -4.0570 -2.1963 0.6530
H -6.3216 -1.1740 0.4320
H -5.1301 0.0176 0.9375
H -6.5653 0.9470 -0.8490
H -6.1501 -0.4031 -1.9076
H -4.7899 1.5792 -2.4753
H -4.2013 1.6780 -0.8201
H -3.7457 -0.6230 -2.7771
H -2.5302 0.5474 -2.2578
H -1.3803 0.5476 2.5442
H -1.5636 2.3403 0.7922
H -0.3818 2.7145 2.0473
H 0.4923 3.2338 -0.2220
H 0.2674 1.5454 -0.6944
H 2.0935 2.5242 1.5432
H 2.9548 3.0429 -0.7206
H 2.6820 1.3707 -1.2226
H 4.7986 2.2654 0.5425
H 5.5831 -1.1588 1.2329
H 4.4767 -3.2838 1.9448
H 2.6820 -4.2397 0.5520
H 2.0054 -3.1287 -1.5386
H 3.1519 -1.0257 -2.2384
H 1.6545 -0.2734 0.4140
H 2.7965 0.1654 1.6838
H 0.7082 -0.8383 2.5776
H 0.9367 0.8158 3.1650
*
```

Calculated values
Highest occupied orbital energy in Ha: -0.3444
Molecular weight in g/mol: 378.54
Relative energy (zero: lowest compared OMol25 entry of this formula, charge and spin) in kJ/mol: 4.31
SMILES: O=C(NC1CCCCC1)[C@H]1CC[C@@H](CNS(=O)(=O)c2ccccc2)CC1

=====

[4]
This record from OMol25 describes an isolated molecule of C20H30N2O4. The level of theory is ωB97M-V with the def2-TZVPD basis set.

ORCA input file:
```
! wB97M-V def2-TZVPD RIJCOSX def2/J DEFGRID3
* xyz 0 1
C 1.7755 -2.6993 -1.7301
C 1.6478 -2.4181 -0.2379
C 0.1917 -2.4241 0.2282
C 0.0804 -2.2136 1.7369
N -0.5651 -1.4116 -0.4863
C -1.7703 -1.6815 -1.0101
O -2.3242 -2.7577 -0.8981
C -2.4088 -0.5640 -1.8618
C -3.9190 -0.5707 -1.6152
C -2.0988 -0.8750 -3.3464
C -1.0245 0.1277 -3.7388
C -1.1668 1.2482 -2.7217
O -0.7314 2.3712 -2.8530
N -1.8175 0.7501 -1.6439
C -2.1904 1.5051 -0.4611
C -1.1463 2.5313 0.0021
C 0.1117 1.9074 0.5348
C 1.1971 1.6578 -0.2910
C 2.3499 1.1087 0.2345
C 2.4684 0.7924 1.5859
O 3.6753 0.2541 1.9218
C 3.9641 -0.1548 3.2388
C 1.3714 1.0453 2.4314
O 1.4913 0.7424 3.7679
C 0.4052 0.9969 4.6212
C 0.2168 1.5905 1.8833
H 1.3254 -3.6581 -1.9777
H 2.8220 -2.7219 -2.0234
H 1.2744 -1.9276 -2.3099
H 2.1907 -3.1805 0.3228
H 2.0939 -1.4491 -0.0059
H -0.2792 -3.3788 -0.0332
H -0.9654 -2.2188 2.0354
H 0.5258 -1.2629 2.0178
H 0.5945 -3.0123 2.2647
H -0.1640 -0.4864 -0.5580
H -4.4071 0.1838 -2.2279
H -4.1521 -0.3871 -0.5694
H -4.3029 -1.5535 -1.8750
H -1.7839 -1.9098 -3.4719
H -2.9975 -0.7219 -3.9447
H -1.1354 0.5139 -4.7501
H -0.0175 -0.2853 -3.6460
H -3.1299 2.0396 -0.6529
H -2.3612 0.7810 0.3421
H -1.6160 3.1282 0.7867
H -0.9027 3.1841 -0.8344
H 1.1503 1.9181 -1.3365
H 3.2084 0.9209 -0.3914
H 4.9791 -0.5498 3.1943
H 3.2837 -0.9393 3.5773
H 3.9301 0.6809 3.9404
H 0.1496 2.0612 4.6461
H -0.4775 0.4136 4.3384
H 0.7373 0.6852 5.6105
H -0.6285 1.7942 2.5217
*
```

Calculated values
Highest occupied orbital energy in Ha: -0.3001
Molecular weight in g/mol: 362.47
Relative energy (zero: lowest compared OMol25 entry of this formula, charge and spin) in kJ/mol: 106.23
SMILES: CC[C@@H](C)NC(=O)[C@]1(C)CCC(=O)N1CCc1ccc(OC)c(OC)c1

=====

[5]
This record from OMol25 describes an isolated molecule of C20H30N2O4. The level of theory is ωB97M-V with the def2-TZVPD basis set.

ORCA input file:
```
! wB97M-V def2-TZVPD RIJCOSX def2/J DEFGRID3
* xyz 0 1
C -4.5590 -4.3294 0.2333
C -3.7108 -3.1066 0.0361
C -2.3523 -3.2624 -0.2749
C -1.5150 -2.1856 -0.4658
C -2.0534 -0.9119 -0.3408
C -3.4229 -0.7309 -0.0279
C -4.2451 -1.8413 0.1584
C -3.6425 0.6754 0.0212
C -2.4496 1.2769 -0.2600
N -1.4809 0.3255 -0.4946
C -0.0901 0.5768 -0.7266
C 0.6875 0.7957 0.5934
O 0.6319 -0.3326 1.4180
C 2.1545 1.1774 0.3165
N 2.8245 0.0304 -0.2818
C 4.2646 -0.1116 -0.1046
C 5.0446 1.1741 -0.4801
O 6.4409 1.0144 -0.4320
C 4.6899 -1.2691 -1.0400
O 6.0372 -1.6399 -0.9246
C 4.5475 -0.5048 1.3647
O 5.9106 -0.7148 1.6330
C -2.2307 2.7495 -0.3233
C -3.5904 3.4484 -0.4108
C -4.5563 2.8843 0.6298
C -4.8990 1.4289 0.3092
H -4.5276 -4.9637 -0.6522
H -4.1912 -4.9154 1.0753
H -5.5933 -4.0571 0.4280
H -1.9550 -4.2636 -0.3648
H -0.4723 -2.3423 -0.7018
H -5.2907 -1.7056 0.3951
H 0.0220 1.4640 -1.3574
H 0.3279 -0.2863 -1.2506
H 0.2020 1.5996 1.1563
H 1.2212 -0.9952 1.0323
H 2.1935 2.0817 -0.3068
H 2.6216 1.3990 1.2757
H 2.6082 -0.0033 -1.2728
H 4.8048 1.4580 -1.5107
H 4.7320 1.9921 0.1833
H 6.6624 0.7316 0.4723
H 4.1014 -2.1579 -0.7949
H 4.4607 -0.9815 -2.0778
H 6.5695 -0.8462 -1.1092
H 4.2353 0.2958 2.0394
H 3.9558 -1.3992 1.6003
H 6.2149 -1.4254 1.0428
H -1.6168 3.0190 -1.1880
H -1.7002 3.0894 0.5734
H -3.4607 4.5223 -0.2620
H -4.0110 3.2935 -1.4066
H -5.4679 3.4846 0.6552
H -4.0892 2.9371 1.6155
H -5.4306 0.9704 1.1464
H -5.5629 1.3876 -0.5615
*
```

Calculated values
Highest occupied orbital energy in Ha: -0.2730
Molecular weight in g/mol: 362.47
Relative energy (zero: lowest compared OMol25 entry of this formula, charge and spin) in kJ/mol: 170.65
SMILES: Cc1ccc2c(c1)c1c(n2C[C@@H](O)CNC(CO)(CO)CO)CCCC1

=====

[6]
This record from OMol25 describes an isolated molecule of C20H30N2O6S. The level of theory is ωB97M-V with the def2-TZVPD basis set.

ORCA input file:
```
! wB97M-V def2-TZVPD RIJCOSX def2/J DEFGRID3
* xyz 0 1
C -0.2490 5.6377 -0.8762
O -0.0082 4.4570 -0.1428
C -0.9607 3.5173 -0.0674
C -2.1840 3.5774 -0.7414
C -3.0925 2.5395 -0.6456
C -2.8004 1.4333 0.1294
S -3.9813 0.0924 0.2801
O -4.8330 0.1291 -0.8774
O -4.5957 0.1587 1.5731
N -2.9613 -1.2215 0.2486
C -2.4926 -1.5220 -1.0843
C -1.3634 -2.5538 -1.1063
C -0.3670 -2.4119 0.0471
C -0.7944 -3.1768 1.3005
C -1.9651 -2.5472 2.0512
C -3.1979 -2.3027 1.1790
C -1.6078 1.3562 0.8146
C -0.6736 2.3798 0.7202
C 0.6076 2.2795 1.4639
O 1.2709 3.1934 1.8699
O 0.9447 0.9795 1.6364
C 2.1435 0.7066 2.3469
C 3.3289 0.3401 1.4442
O 4.3807 -0.0221 1.9230
N 3.0925 0.4725 0.1296
C 4.0701 0.1571 -0.8835
C 3.7130 -1.1045 -1.6850
C 2.3925 -0.9307 -2.4346
C 3.6658 -2.3236 -0.7689
H 0.6470 6.2421 -0.7482
H -1.1124 6.1829 -0.4850
H -0.3972 5.4269 -1.9398
H -2.4301 4.4351 -1.3461
H -4.0328 2.5687 -1.1730
H -3.3224 -1.8651 -1.7187
H -2.1399 -0.5699 -1.4939
H -1.7834 -3.5606 -1.0849
H -0.8430 -2.4424 -2.0598
H 0.5927 -2.8193 -0.2789
H -0.2237 -1.3573 0.2876
H -1.0563 -4.1989 1.0157
H 0.0570 -3.2377 1.9828
H -2.2489 -3.2019 2.8773
H -1.6573 -1.5904 2.4768
H -4.0265 -1.9848 1.8149
H -3.4931 -3.2161 0.6520
H -1.4071 0.4943 1.4288
H 1.9440 -0.1330 3.0172
H 2.4322 1.5815 2.9406
H 2.1708 0.7411 -0.1765
H 5.0176 0.0074 -0.3611
H 4.1672 1.0118 -1.5612
H 4.5119 -1.2480 -2.4205
H 1.5589 -0.8442 -1.7412
H 2.4201 -0.0421 -3.0621
H 2.2087 -1.7916 -3.0733
H 4.6203 -2.4585 -0.2670
H 3.4436 -3.2221 -1.3401
H 2.8999 -2.1981 -0.0070
*
```

Calculated values
Highest occupied orbital energy in Ha: -0.3422
Molecular weight in g/mol: 426.53
Relative energy (zero: lowest compared OMol25 entry of this formula, charge and spin) in kJ/mol: 41.96
SMILES: COc1ccc(S(=O)(=O)N2CCCCCC2)cc1C(=O)OCC(=O)NCC(C)C